(1)
Computed, not measured: a molecular structure, C31H53BeBrNO3P3, with ωB97M-V/def2-TZVPD.

Geometry as XYZ:
```
93
Properties=species:S:1:pos:R:3:lowdin_charge:R:1
C -0.903 4.608 -4.056 0.004
C -1.270 3.469 -4.809 -0.225
C -1.265 3.576 -6.214 -0.001
C -0.893 4.802 -6.783 -0.110
N -0.490 5.855 -6.064 0.081
C -0.513 5.774 -4.733 -0.109
C -1.514 2.245 -4.075 -0.048
C -1.284 1.825 -2.866 -0.055
C -1.385 1.604 -1.459 -0.224
C -0.198 1.217 -0.783 -0.029
C -0.247 0.445 0.365 -0.200
C -1.471 0.040 0.943 -0.700
C -2.650 0.532 0.332 -0.108
C -2.609 1.369 -0.783 -0.011
Be -0.992 0.607 -4.104 0.490
P 2.621 -1.147 0.493 1.053
H -1.505 2.732 -6.871 0.118
H -0.867 4.555 -2.967 0.118
H -0.891 4.944 -7.870 0.123
H -0.187 6.643 -4.143 0.122
H -3.543 1.750 -1.215 0.139
H 0.762 1.499 -1.214 0.121
H -3.609 0.170 0.705 0.120
H 0.701 0.039 0.733 -0.029
C 2.359 -2.646 1.514 -0.394
C 3.193 -3.884 1.204 -0.130
H 1.289 -2.868 1.390 0.041
H 2.477 -2.330 2.560 0.084
H 3.004 -4.643 1.971 0.087
H 2.920 -4.335 0.241 0.067
H 4.271 -3.682 1.212 0.064
C 3.332 -1.778 -1.092 -0.391
C 3.627 -0.658 -2.096 -0.145
H 2.577 -2.462 -1.512 0.055
H 4.235 -2.377 -0.892 0.084
H 3.825 -1.099 -3.083 0.081
H 2.774 0.036 -2.211 0.053
H 4.526 -0.085 -1.826 0.078
C 4.057 -0.321 1.303 -0.387
C 5.392 -1.065 1.299 -0.129
H 3.738 -0.107 2.337 0.062
H 4.174 0.652 0.799 0.082
H 6.177 -0.409 1.701 0.087
H 5.374 -1.955 1.937 0.070
H 5.716 -1.359 0.291 0.070
Br -1.478 -1.498 1.976 0.914
P -1.932 -2.594 -3.073 1.017
C -0.273 -2.699 -2.228 -0.442
C 0.056 -4.187 -2.010 -0.148
H -0.291 -2.148 -1.271 0.060
H 0.477 -2.219 -2.875 0.065
H 1.084 -4.344 -1.651 0.060
H -0.618 -4.636 -1.265 0.074
H -0.057 -4.746 -2.950 0.078
C -2.914 -2.895 -1.515 -0.422
C -4.127 -3.768 -1.806 -0.155
H -3.248 -1.929 -1.113 0.053
H -2.280 -3.327 -0.724 0.061
H -4.640 -4.012 -0.868 0.079
H -4.833 -3.238 -2.457 0.073
H -3.840 -4.705 -2.297 0.075
C -2.436 -0.846 -3.247 -0.413
C -2.763 -0.473 -4.701 -0.123
H -1.530 -0.354 -2.809 0.059
H -3.260 -0.605 -2.555 0.104
H -3.105 0.577 -4.735 0.087
H -1.904 -0.614 -5.401 0.106
H -3.560 -1.128 -5.072 0.115
C -2.768 -0.536 5.114 -0.080
C -2.045 0.643 4.516 -0.285
O -0.604 0.367 4.653 -0.298
P 0.521 0.865 3.576 0.946
O 1.914 0.254 4.196 -0.302
C 2.515 0.756 5.428 -0.253
C 1.635 0.694 6.644 -0.076
O 0.678 2.468 3.844 -0.261
C -0.376 3.466 3.760 -0.238
C -1.104 3.491 2.435 -0.071
H -2.432 -1.483 4.673 0.047
H -3.834 -0.408 4.919 0.092
H -2.611 -0.568 6.195 0.093
H -2.326 0.774 3.459 0.070
H -2.238 1.582 5.062 0.123
H 3.389 0.120 5.562 0.125
H 2.854 1.778 5.245 0.119
H 1.182 -0.294 6.774 0.091
H 2.265 0.896 7.517 0.097
H 0.852 1.462 6.613 0.076
H -1.068 3.304 4.600 0.112
H 0.138 4.420 3.931 0.133
H -1.813 2.660 2.342 0.053
H -1.673 4.430 2.395 0.097
H -0.410 3.471 1.585 0.085
```

Results
E_tot	-5105.58204	Eh
net charge	+2
maximum force	2.736	eV Å⁻¹
Kohn-Sham gap (alpha / beta)	6.693 / 3.555	eV
lowest unoccupied orbital energy (alpha / beta)	-7.2132 / -9.1154	eV
HOMO energy (alpha / beta)	-13.91 / -12.67	eV

(2)
Computed, not measured: a molecular structure, C31H53BrNNiP3, with ωB97M-V/def2-TZVPD.

Geometry as XYZ:
```
90
Properties=species:S:1:pos:R:3:lowdin_charge:R:1
C 8.979 -0.591 1.954 0.013
C 8.507 -0.494 0.606 -0.213
C 9.478 -0.590 -0.407 -0.012
C 10.835 -0.780 -0.065 -0.123
N 11.226 -0.868 1.185 0.062
C 10.368 -0.779 2.183 -0.113
C 7.098 -0.381 0.271 0.102
C 5.884 -0.450 0.247 0.045
C 4.496 -0.429 0.199 -0.214
C 3.569 -1.023 1.029 0.000
C 2.210 -0.825 0.975 -0.116
C 1.589 0.103 0.047 -0.369
C 2.647 0.754 -0.793 -0.276
C 4.008 0.379 -0.819 -0.002
Ni 1.595 -0.162 -2.184 0.118
P 0.202 -1.799 -1.409 0.921
H 9.200 -0.536 -1.460 0.113
H 8.308 -0.534 2.794 0.105
H 11.599 -0.862 -0.850 0.120
H 10.749 -0.859 3.203 0.117
H 4.680 0.848 -1.509 0.118
H 3.962 -1.654 1.798 0.136
H 2.361 1.627 -1.366 0.071
H 1.679 -1.405 1.732 0.108
C -1.581 -2.099 -1.989 -0.424
C -1.900 -3.295 -2.859 -0.130
H -1.904 -1.192 -2.512 0.002
H -2.178 -2.140 -1.067 0.083
H -2.982 -3.316 -3.037 0.097
H -1.419 -3.228 -3.839 0.069
H -1.640 -4.251 -2.391 0.070
C 1.294 -2.821 -2.471 -0.366
C 2.231 -3.793 -1.803 -0.107
H 1.990 -2.123 -2.980 0.049
H 0.635 -3.270 -3.205 0.082
H 2.986 -4.052 -2.546 0.093
H 2.766 -3.313 -0.995 0.067
H 1.745 -4.705 -1.473 0.078
C 0.076 -2.784 0.145 -0.363
C -0.627 -4.134 0.093 -0.109
H -0.425 -2.111 0.858 0.086
H 1.111 -2.934 0.470 0.060
H -0.468 -4.620 1.062 0.096
H -1.707 -4.051 -0.049 0.080
H -0.221 -4.809 -0.666 0.069
Br -1.076 0.837 -1.236 0.527
P 1.545 1.142 -3.827 1.008
C 0.732 -0.367 -4.575 -0.383
C 0.351 -0.675 -6.001 -0.101
H -0.169 -0.506 -3.954 0.059
H 1.509 -1.127 -4.412 0.061
H 0.325 -1.760 -6.059 0.084
H -0.646 -0.308 -6.240 0.089
H 1.085 -0.332 -6.701 0.074
C 0.663 2.783 -3.588 -0.370
C 0.376 3.801 -4.678 -0.114
H 1.296 3.251 -2.828 0.076
H -0.297 2.501 -3.138 0.004
H -0.443 4.402 -4.328 0.079
H 1.252 4.458 -4.773 0.087
H 0.133 3.364 -5.618 0.067
C 3.404 1.194 -3.970 -0.375
C 4.139 1.306 -5.262 -0.116
H 3.692 0.249 -3.495 0.067
H 3.675 2.036 -3.318 0.095
H 5.154 1.572 -5.006 0.086
H 4.185 0.332 -5.756 0.089
H 3.755 2.033 -5.932 0.071
C -2.185 3.035 0.943 -0.157
C -0.706 3.220 0.687 -0.345
P 0.466 1.665 0.662 0.867
C 1.960 2.375 1.471 -0.321
C 1.856 3.546 2.421 -0.120
C -0.341 0.668 1.953 -0.373
C -0.538 1.383 3.269 -0.121
H -2.662 2.403 0.207 0.017
H -2.689 4.014 0.884 0.103
H -2.410 2.640 1.930 0.063
H -0.561 3.693 -0.286 0.070
H -0.311 3.919 1.428 0.068
H 2.432 1.519 1.968 0.101
H 2.617 2.649 0.639 0.088
H 1.180 3.369 3.255 0.064
H 2.847 3.745 2.835 0.094
H 1.549 4.463 1.904 0.082
H -1.278 0.296 1.524 0.073
H 0.328 -0.180 2.117 0.054
H -0.998 2.372 3.187 0.063
H -1.190 0.770 3.904 0.098
H 0.405 1.492 3.809 0.078
```

Results
E_tot	-6373.36570	Eh
expectation value of S²	2.025
net charge	+2
maximum force	4.606	eV Å⁻¹
multiplicity	3
Kohn-Sham gap (alpha / beta)	6.804 / 5.724	eV
lowest unoccupied orbital energy (alpha / beta)	-6.4567 / -7.5798	eV
HOMO energy (alpha / beta)	-13.26 / -13.30	eV

(3)
Computed, not measured: a molecular structure, C31H53BrNP3Sn, with ωB97M-V/def2-TZVPD.

Geometry as XYZ:
```
90
Properties=species:S:1:pos:R:3:lowdin_charge:R:1
C 1.862 -4.301 -0.222 0.020
C 2.510 -3.116 -0.641 -0.228
C 2.997 -3.026 -1.966 0.017
C 2.788 -4.115 -2.812 -0.081
N 2.141 -5.216 -2.413 0.132
C 1.715 -5.330 -1.151 -0.075
C 2.579 -2.002 0.225 0.129
C 2.197 -0.933 0.767 -0.046
C 2.634 0.040 1.738 -0.293
C 1.942 1.209 2.087 -0.180
C 2.478 2.147 2.948 -0.136
C 3.724 1.879 3.458 -0.622
C 4.449 0.707 3.201 -0.022
C 3.889 -0.222 2.328 0.029
Sn -0.083 0.608 0.333 1.072
P -1.237 -1.000 -1.409 0.862
H 3.474 -2.123 -2.342 0.132
H 1.440 -4.397 0.778 0.135
H 3.137 -4.087 -3.855 0.142
H 1.215 -6.270 -0.871 0.142
H 4.397 -1.158 2.054 0.149
H 0.931 1.610 1.776 -0.017
H 5.418 0.531 3.658 0.139
H 1.930 3.049 3.180 0.113
C -2.826 -0.298 -2.021 -0.372
C -3.349 -0.799 -3.364 -0.099
H -2.684 0.794 -2.067 0.077
H -3.571 -0.485 -1.230 0.080
H -4.268 -0.248 -3.598 0.109
H -2.647 -0.624 -4.188 0.086
H -3.612 -1.864 -3.348 0.077
C -0.195 -1.318 -2.885 -0.363
C -0.493 -2.580 -3.688 -0.101
H 0.845 -1.356 -2.521 0.065
H -0.276 -0.427 -3.528 0.080
H 0.171 -2.599 -4.561 0.108
H -0.291 -3.498 -3.120 0.075
H -1.522 -2.620 -4.066 0.074
C -1.608 -2.645 -0.696 -0.364
C -2.716 -3.450 -1.366 -0.098
H -1.857 -2.483 0.365 0.069
H -0.659 -3.204 -0.713 0.074
H -2.842 -4.389 -0.813 0.108
H -3.685 -2.937 -1.356 0.085
H -2.483 -3.722 -2.402 0.074
Br 4.391 3.283 4.563 0.877
P 0.773 2.611 -1.390 0.959
C 0.163 2.489 -3.118 -0.374
C -0.028 3.803 -3.867 -0.091
H -0.796 1.947 -3.061 0.064
H 0.855 1.830 -3.666 0.095
H -0.459 3.591 -4.854 0.111
H -0.715 4.480 -3.347 0.085
H 0.919 4.331 -4.033 0.087
C 0.213 4.224 -0.689 -0.381
C 1.130 5.432 -0.859 -0.098
H 0.061 4.035 0.388 0.063
H -0.783 4.440 -1.112 0.097
H 0.700 6.280 -0.311 0.109
H 2.135 5.257 -0.455 0.085
H 1.228 5.740 -1.908 0.086
C 2.613 2.600 -1.436 -0.367
C 3.286 3.275 -2.627 -0.095
H 2.894 1.534 -1.404 0.082
H 2.968 3.038 -0.490 0.096
H 4.372 3.146 -2.536 0.109
H 2.985 2.835 -3.584 0.084
H 3.092 4.353 -2.666 0.082
C -2.793 3.229 1.983 -0.108
C -2.124 2.261 2.969 -0.351
P -1.812 0.578 2.290 0.894
C -1.139 -0.476 3.637 -0.358
C -1.944 -0.550 4.935 -0.091
C -3.449 -0.089 1.798 -0.370
C -4.592 0.092 2.789 -0.080
H -2.144 3.435 1.118 0.049
H -2.983 4.188 2.486 0.111
H -3.759 2.854 1.617 0.084
H -1.142 2.661 3.276 0.096
H -2.723 2.166 3.891 0.109
H -1.025 -1.486 3.210 0.097
H -0.118 -0.118 3.844 0.088
H -2.822 -1.197 4.837 0.082
H -1.313 -0.987 5.720 0.109
H -2.265 0.438 5.287 0.086
H -3.697 0.392 0.839 0.073
H -3.301 -1.156 1.568 0.086
H -4.735 1.140 3.077 0.087
H -5.521 -0.246 2.315 0.111
H -4.453 -0.510 3.692 0.078
```

Results
E_tot	-5078.55786	Eh
net charge	+4
maximum force	2.513	eV Å⁻¹
Kohn-Sham gap	4.340	eV
lowest unoccupied orbital energy	-14.3067	eV
HOMO energy	-18.65	eV

(4)
Computed, not measured: a molecular structure, C31H53ClNPPb, with ωB97M-V/def2-TZVPD.

Geometry as XYZ:
```
88
Properties=species:S:1:pos:R:3:lowdin_charge:R:1
Pb -0.050 0.705 0.362 0.979
P 0.151 0.643 -2.586 1.057
Cl 0.969 3.077 0.207 -0.112
C -2.146 1.023 0.076 -0.259
H -2.848 0.223 -0.199 -0.030
H -2.627 1.998 0.290 -0.006
C 2.003 0.865 -2.746 -0.441
C -0.680 2.305 -2.714 -0.482
C 2.542 0.947 -4.177 -0.213
H 2.191 1.827 -2.226 0.097
C 4.042 1.281 -4.148 -0.191
H 2.384 -0.019 -4.679 0.101
H 1.999 1.704 -4.762 0.099
C 4.859 0.309 -3.285 -0.201
H 4.428 1.295 -5.175 0.111
H 4.155 2.296 -3.744 0.117
C 4.249 0.090 -1.895 -0.192
H 4.920 -0.661 -3.801 0.113
H 5.887 0.680 -3.186 0.110
C 2.750 -0.241 -1.968 -0.231
H 4.786 -0.713 -1.374 0.114
H 4.373 1.007 -1.300 0.121
H 2.607 -1.208 -2.477 0.107
H 2.360 -0.357 -0.943 0.046
C -0.554 -0.479 -3.875 -0.430
C -2.195 2.110 -2.861 -0.225
H -0.513 2.739 -1.709 0.003
C -2.924 3.453 -2.727 -0.191
H -2.431 1.648 -3.832 0.105
H -2.543 1.442 -2.057 0.062
C -2.356 4.517 -3.668 -0.199
H -3.992 3.300 -2.923 0.113
H -2.827 3.789 -1.686 0.114
C -0.831 4.640 -3.570 -0.189
H -2.630 4.252 -4.700 0.114
H -2.818 5.489 -3.451 0.111
C -0.100 3.296 -3.723 -0.200
H -0.458 5.346 -4.321 0.111
H -0.574 5.044 -2.581 0.118
H -0.217 2.904 -4.746 0.105
H 0.977 3.440 -3.544 0.109
C 0.154 -1.849 -3.868 -0.209
H -1.593 -0.642 -3.517 0.116
C -0.588 -2.842 -4.774 -0.190
H 1.195 -1.734 -4.216 0.105
H 0.190 -2.247 -2.839 0.072
C -0.803 -2.305 -6.197 -0.199
H -0.029 -3.785 -4.811 0.113
H -1.567 -3.065 -4.326 0.115
C -1.399 -0.893 -6.202 -0.192
H 0.161 -2.291 -6.728 0.115
H -1.468 -2.981 -6.750 0.110
C -0.640 0.094 -5.297 -0.200
H -1.431 -0.490 -7.221 0.112
H -2.435 -0.949 -5.840 0.116
H 0.378 0.266 -5.684 0.108
H -1.161 1.064 -5.302 0.090
C -0.020 -2.937 -0.247 -0.117
C -1.301 -2.551 -0.456 -0.131
H 0.743 -2.807 -1.018 0.082
C -2.375 -2.690 0.578 -0.203
H -1.621 -2.137 -1.421 0.089
C -1.812 -2.976 1.981 -0.195
H -3.016 -1.793 0.605 0.088
H -3.032 -3.539 0.306 0.120
C -0.720 -4.042 1.922 -0.188
H -1.393 -2.046 2.396 0.093
H -2.622 -3.306 2.645 0.114
C 0.445 -3.594 1.014 -0.187
H -0.357 -4.270 2.933 0.114
H -1.144 -4.967 1.505 0.114
H 1.118 -2.923 1.584 0.100
H 1.063 -4.476 0.777 0.115
C -1.990 0.698 3.494 -0.082
C -0.602 0.271 3.764 -0.420
C -0.030 0.003 5.038 -0.080
C 1.287 -0.437 4.807 -0.082
C 1.479 -0.425 3.401 -0.409
C 2.715 -0.841 2.710 -0.081
N 0.341 0.045 2.786 -0.057
H -2.496 0.863 4.455 0.080
H -2.560 -0.079 2.955 0.061
H -2.034 1.632 2.911 0.061
H -0.550 0.133 5.980 0.087
H 2.042 -0.730 5.529 0.090
H 3.527 -0.122 2.896 0.078
H 3.062 -1.803 3.118 0.078
H 2.579 -0.944 1.623 0.043
```

Results
E_tot	-2262.06602	Eh
net charge	0
maximum force	1.863	eV Å⁻¹
Kohn-Sham gap (alpha / beta)	4.123 / 5.781	eV
lowest unoccupied orbital energy (alpha / beta)	-2.2415 / -0.5842	eV
HOMO energy (alpha / beta)	-6.36 / -6.36	eV

(5)
Computed, not measured: a molecular structure, C31H54AsGeMoNOS3Si3, with ωB97M-V/def2-TZVPD.

Geometry as XYZ:
```
96
Properties=species:S:1:pos:R:3:lowdin_charge:R:1
Mo -0.459 -0.661 -0.237 0.703
C 2.027 -1.363 1.843 -0.150
O 1.620 -0.587 0.747 -0.455
Si 2.631 -0.290 -0.613 0.280
C 3.729 -1.814 -0.749 -0.170
C 3.817 1.032 0.036 -0.153
C 1.478 0.119 -1.943 -0.466
Si 1.679 1.878 -2.543 0.394
C 0.496 2.312 -3.961 -0.183
C 3.452 2.289 -3.149 -0.201
C 1.380 3.395 -1.426 -0.194
Si 1.534 -0.929 -3.503 0.390
C -0.123 -0.972 -4.405 -0.185
C 2.790 -0.298 -4.814 -0.212
C 2.158 -2.720 -3.504 -0.209
H 2.535 -2.274 1.512 0.077
H 1.145 -1.649 2.419 0.046
H 2.695 -0.786 2.491 0.089
H 4.402 -1.879 0.109 0.028
H 4.344 -1.740 -1.644 0.026
H 3.156 -2.733 -0.816 0.011
H 4.209 0.700 1.001 0.026
H 3.349 1.998 0.187 0.005
H 4.662 1.168 -0.636 0.025
H 0.514 1.631 -4.804 0.010
H 0.742 3.314 -4.322 0.028
H -0.525 2.337 -3.590 0.003
H 4.085 1.410 -3.249 0.005
H 3.930 2.968 -2.443 0.015
H 3.426 2.785 -4.120 0.021
H 0.370 3.508 -1.042 0.018
H 1.585 4.247 -2.082 0.028
H 2.063 3.476 -0.585 0.010
H -0.746 -0.124 -4.142 -0.008
H -0.677 -1.868 -4.137 0.014
H 0.027 -0.974 -5.487 0.027
H 2.686 0.730 -5.144 0.000
H 2.664 -0.943 -5.685 0.021
H 3.814 -0.431 -4.464 0.017
H 1.756 -3.370 -2.738 -0.035
H 3.246 -2.763 -3.487 0.012
H 1.834 -3.117 -4.470 0.029
S -1.921 -4.805 -1.977 0.327
C -1.348 -3.331 -1.428 -1.795
S -2.225 -1.839 -1.505 0.433
S 0.173 -3.075 -0.672 0.443
C -3.281 1.193 -3.367 -0.221
Ge -3.255 1.557 -1.437 0.761
C -3.725 3.465 -1.222 -0.218
C -4.796 0.536 -0.752 -0.228
C -1.478 1.267 -0.710 -0.424
H -4.302 1.297 -3.736 0.011
H -2.949 0.176 -3.557 -0.017
H -2.647 1.878 -3.924 -0.001
H -3.812 3.728 -0.170 0.004
H -4.669 3.682 -1.719 0.002
H -2.950 4.091 -1.660 0.008
H -5.694 0.973 -1.193 0.010
H -4.904 0.564 0.327 -0.013
H -4.722 -0.505 -1.059 -0.017
H -0.780 1.706 -1.418 -0.007
N -0.400 3.610 5.672 0.078
C -0.570 3.166 4.614 -0.268
C -0.777 2.626 3.327 -0.306
C 0.286 2.480 2.406 -0.062
C 0.076 2.015 1.140 -0.098
C -1.210 1.571 0.672 -0.396
C -2.276 1.745 1.639 -0.115
C -2.071 2.264 2.881 -0.095
H 1.284 2.785 2.701 0.110
H 0.913 1.963 0.456 0.054
H -3.283 1.489 1.347 0.065
H -2.914 2.398 3.552 0.112
C -3.570 -1.745 1.757 -0.295
As -1.617 -1.689 1.800 1.081
C -1.356 -3.592 2.169 -0.313
C -1.520 -0.981 3.682 -0.276
C -0.430 -1.464 4.576 -0.296
C -0.507 -2.682 5.252 -0.066
C 0.514 -3.104 6.087 -0.102
C 1.636 -2.310 6.275 -0.115
C 1.716 -1.084 5.629 -0.091
C 0.693 -0.667 4.795 -0.056
H -3.924 -2.396 2.559 0.022
H -3.886 -2.119 0.784 -0.003
H -3.960 -0.739 1.905 0.005
H -1.977 -3.895 3.011 0.012
H -0.309 -3.803 2.383 0.019
H -1.638 -4.142 1.270 0.001
H -2.497 -1.223 4.109 0.076
H -1.449 0.102 3.588 0.038
H -1.384 -3.303 5.123 0.099
H 0.431 -4.057 6.595 0.092
H 2.436 -2.639 6.927 0.088
H 2.576 -0.444 5.781 0.099
H 0.749 0.297 4.306 0.106
```

Results
E_tot	-7787.72705	Eh
expectation value of S²	2.053
net charge	-2
maximum force	0.487	eV Å⁻¹
multiplicity	3
Kohn-Sham gap (alpha / beta)	4.814 / 4.729	eV
lowest unoccupied orbital energy (alpha / beta)	4.3045 / 4.3044	eV
HOMO energy (alpha / beta)	-0.51 / -0.42	eV